1.
The following is a quantum chemistry calculation of a molecular structure, C9H13Br15O2S, from the OMol25 dataset.

Structure (XYZ):
```
40
C9H13Br15O2S, DFT ωB97M-V with the def2-TZVPD basis set
C 8.47 11.16 25.98
Br 6.74 11.20 24.96
Br 9.75 9.99 25.04
Br 8.26 10.67 27.95
H 8.85 12.18 25.92
C 10.76 6.98 35.43
Br 11.27 7.54 37.23
Br 8.86 7.62 35.16
Br 10.81 5.02 35.28
H 11.43 7.43 34.70
C 15.38 8.40 31.80
Br 14.74 8.25 29.96
Br 17.26 7.69 31.81
Br 14.40 7.19 33.07
H 15.33 9.41 32.20
C 4.98 10.24 32.60
Br 4.69 8.35 32.58
Br 4.11 11.17 31.13
Br 6.86 10.66 32.85
H 4.42 10.50 33.51
C 7.63 10.94 37.34
Br 8.36 9.24 38.05
Br 6.11 10.42 36.15
Br 9.03 11.80 36.24
H 7.32 11.57 38.17
C 9.90 12.57 32.24
C 9.96 11.90 30.86
C 10.26 10.43 31.09
S 11.57 10.46 32.40
O 12.88 10.51 31.80
O 11.23 9.57 33.51
C 11.14 12.18 32.92
H 8.98 12.44 32.81
H 9.95 13.65 32.07
H 10.81 12.28 30.30
H 8.99 12.07 30.40
H 10.65 9.72 30.36
H 9.35 10.06 31.56
H 11.90 12.90 32.63
H 11.00 12.03 33.99
```

Results
Net charge: 0
Energy relative to the best compared isomer or geometry (same formula, charge and spin): 1.290 eV
F_max: 0.040 hartree/bohr
E: -39509.4852 Eh
2S+1: 1

2.
The following is a quantum chemistry calculation of 2 unconnected molecules or ions with the total composition C9H13BrNO7S, from the OMol25 dataset.

Structure (XYZ):
```
32
C9H13BrNO7S, DFT ωB97M-V with the def2-TZVPD basis set
O 3.50 -1.79 0.67
C 3.02 -0.98 -0.47
C 1.64 -0.16 -0.01
O 1.82 1.23 -0.46
C 0.55 1.95 -0.58
O -0.52 1.48 0.31
C -1.81 1.34 -0.38
C -2.06 -0.29 -0.65
C -1.54 -0.94 -2.10
C -1.79 -2.56 -2.38
C -2.57 -3.40 -1.17
C -3.01 -2.64 0.22
N -2.74 -1.14 0.42
Br -3.32 -0.44 2.10
H 2.69 -2.33 0.97
H 3.78 -0.19 -0.87
H 2.79 -1.71 -1.39
H 1.47 -0.26 1.17
H 0.75 -0.74 -0.51
H 0.78 3.08 -0.25
H 0.27 1.99 -1.71
H -1.88 1.89 -1.42
H -2.70 1.79 0.28
H -0.98 -0.29 -2.93
H -1.44 -3.11 -3.36
H -2.82 -4.54 -1.29
H -3.57 -3.24 1.07
O 1.17 3.91 3.99
S 1.93 3.20 2.95
O 1.47 1.80 2.86
O 3.37 3.22 3.29
O 1.73 3.86 1.65
```

Results
Net charge: -1
Energy relative to the best compared isomer or geometry (same formula, charge and spin): 7.474 eV
F_max: 0.096 hartree/bohr
E: -3903.8658 Eh
2S+1: 1

3.
The following is a quantum chemistry calculation of a molecular structure, C9H13CaNO2, from the OMol25 dataset.

Structure (XYZ):
```
26
C9H13CaNO2, DFT ωB97M-V with the def2-TZVPD basis set
C 1.30 0.97 -2.27
C 0.02 1.57 -2.44
C -0.95 0.53 -2.48
C -0.28 -0.71 -2.32
C 1.12 -0.44 -2.21
Ca 0.43 0.53 0.43
N 2.39 -0.35 0.53
C 1.02 2.28 1.36
C 0.16 3.18 0.98
H -2.01 0.65 -2.69
H -0.16 2.63 -2.62
H -0.72 -1.70 -2.39
H 1.92 -1.17 -2.13
H 2.26 1.49 -2.28
H 0.29 3.71 0.03
H 0.84 1.31 2.33
H 2.91 -0.39 1.59
H -0.76 3.33 1.49
H 2.21 2.50 1.17
C -1.92 -3.61 2.07
O -1.32 -2.64 1.18
C -1.12 -1.38 1.47
O -1.49 -0.74 2.47
H -2.19 -3.15 3.02
H -1.17 -4.39 2.18
H -2.79 -3.99 1.53
```

Results
Net charge: -2
Energy relative to the best compared isomer or geometry (same formula, charge and spin): 3.086 eV
F_max: 0.167 hartree/bohr
E: -1233.2367 Eh
2S+1: 1

4.
The following is a quantum chemistry calculation of C9H13ClO4 in the gas phase, from the OMol25 dataset.

Structure (XYZ):
```
27
C9H13ClO4, DFT ωB97M-V with the def2-TZVPD basis set
C -0.24 -0.21 -0.48
C -1.20 -1.03 0.17
C -0.62 0.91 -1.26
C -3.18 0.51 -1.24
C -3.37 -0.21 -2.46
C 2.69 0.29 3.09
C 1.92 -0.47 1.94
C 2.15 0.14 0.51
C 1.25 -0.53 -0.64
O -0.21 1.60 -2.14
O -2.19 1.25 -0.95
O -4.21 0.48 -0.40
O 1.85 -0.14 -1.84
Cl -0.59 -2.41 0.95
H -2.47 -0.50 -2.95
H -3.96 0.32 -3.15
H -3.92 -1.10 -2.12
H 2.14 1.05 3.62
H 3.21 -0.30 3.76
H 3.45 0.92 2.57
H 2.16 -1.57 2.04
H 0.85 -0.45 2.32
H 3.32 -0.13 0.26
H 2.08 1.21 0.36
H 1.15 -1.61 -0.57
H -4.05 1.18 0.32
H 1.99 0.82 -1.70
```

Results
Net charge: 0
Energy relative to the best compared isomer or geometry (same formula, charge and spin): 1.709 eV
F_max: 0.078 hartree/bohr
E: -1111.7274 Eh
2S+1: 1

5.
The following is a quantum chemistry calculation of a molecular structure, C9H13CrN2O4S, from the OMol25 dataset.

Structure (XYZ):
```
30
C9H13CrN2O4S, DFT ωB97M-V with the def2-TZVPD basis set
Cr 0.20 0.56 -0.61
N -1.36 1.10 -1.91
C -2.04 0.01 -2.66
C -1.05 -0.79 -3.50
C -0.06 -1.54 -2.66
O 0.25 -2.67 -2.64
O 0.59 -0.65 -1.71
H -2.05 1.66 -1.41
H -0.92 1.74 -2.57
H -2.80 0.45 -3.31
H -2.56 -0.63 -1.94
H -0.50 -0.13 -4.18
H -1.58 -1.52 -4.12
O 1.34 -0.12 0.70
N 0.87 -0.60 1.87
C 1.77 -1.10 2.74
C 1.31 -1.60 3.94
C -0.06 -1.59 4.21
C -0.95 -1.07 3.28
C -0.45 -0.57 2.09
S -1.39 0.13 0.79
H 2.80 -1.06 2.43
H 2.02 -2.00 4.64
H -0.43 -1.98 5.14
H -2.02 -1.05 3.46
C 1.87 3.07 -0.40
O 0.84 2.08 -0.60
H 1.49 3.81 0.29
H 2.12 3.50 -1.37
H 2.74 2.55 0.02
```

Results
Net charge: +2
Energy relative to the best compared isomer or geometry (same formula, charge and spin): 0.000 eV
F_max: 0.009 hartree/bohr
E: -2203.2190 Eh
2S+1: 2

6.
The following is a quantum chemistry calculation of a molecular structure, C9H13IrNO, from the OMol25 dataset.

Structure (XYZ):
```
25
C9H13IrNO, DFT ωB97M-V with the def2-TZVPD basis set
C -0.85 1.02 -1.97
C 0.54 0.83 -2.23
C 1.29 1.62 -1.31
C 0.36 2.35 -0.50
C -0.97 1.98 -0.90
Ir 0.14 0.28 -0.10
N -1.16 -1.09 0.32
C -0.33 -2.22 0.08
C 0.82 -1.54 -0.67
H 2.38 1.61 -1.18
H 0.95 0.11 -2.93
H 0.61 3.03 0.31
H -1.90 2.30 -0.43
H -1.68 0.51 -2.46
H 0.73 -1.73 -1.73
H -0.86 -2.89 -0.61
H -1.97 -1.09 0.95
H 1.80 -1.73 -0.29
H 0.03 -2.70 1.00
C 0.67 1.78 2.52
C 0.48 0.43 1.94
O 0.52 -0.57 2.65
H -0.21 2.40 2.31
H 1.58 2.23 2.09
H 0.80 1.72 3.61
```

Results
Net charge: 0
Energy relative to the best compared isomer or geometry (same formula, charge and spin): 0.000 eV
F_max: 0.079 hartree/bohr
E: -584.6830 Eh
2S+1: 6